Record 1
This record from the Open Molecules 2025 dataset describes a gas-phase ion, C4H8NO2S (charge -1) at a distorted geometry. The level of theory is ωB97M-V with the def2-TZVPD basis set.

Each line ends with the natural charge from an NBO analysis.
Geometry (Å):
1 C -0.964 -0.195 0.348  0.0992
2 C 1.233 1.080 0.572  -0.5905
3 C 1.226 -1.052 -0.598  -0.5788
4 C 0.437 0.109 -0.258  -0.3623
5 N -1.025 -0.844 1.454  -0.6950
6 O -3.548 -0.221 -0.288  -1.0487
7 O -1.878 0.860 -1.819  -1.0624
8 S -2.396 0.727 -0.414  1.4384
9 H 1.389 0.616 1.559  0.2036
10 H 2.266 1.407 0.164  0.1871
11 H 0.729 2.044 0.603  0.2102
12 H 1.728 -1.375 0.279  0.1903
13 H 0.541 -1.890 -0.891  0.2155
14 H 2.088 -0.958 -1.400  0.1882
15 H 0.120 0.611 -1.219  0.2573
16 H -1.947 -0.919 1.909  0.3479

Output
E_tot   -760.6438 Eh
E_LUMO   3.87 eV
Energy relative to the best compared isomer or geometry (same formula, charge and spin)   43.3 kcal per mole
Spin multiplicity   1
Net charge   -1


Record 2
This record from the Open Molecules 2025 dataset describes 2 unconnected molecules or ions with the total composition C4H8NO3 at a distorted geometry. The level of theory is ωB97M-V with the def2-TZVPD basis set.

Each line ends with the natural charge from an NBO analysis.
Geometry (Å):
1 C -1.088 -1.623 1.387  -0.7009
2 C 0.157 -1.756 0.551  0.6773
3 O 1.191 -1.878 1.218  -0.6107
4 N 0.153 -2.015 -0.813  -0.8015
5 H -1.505 -2.490 1.906  0.2219
6 H -1.833 -1.390 0.592  0.1991
7 H 0.875 -1.797 -1.322  0.4024
8 H -0.600 -2.426 -1.202  0.3667
9 H -0.944 -0.873 2.094  0.2434
10 C 0.061 2.316 -0.159  -0.7233
11 C 1.173 2.283 -1.163  0.7568
12 O 1.284 1.211 -1.803  -0.8186
13 O 1.785 3.336 -1.193  -0.7787
14 H 0.319 2.638 0.834  0.1946
15 H -0.387 1.407 -0.185  0.1825
16 H -0.641 3.057 -0.742  0.1890

Output
E_tot   -437.7153 Eh
E_LUMO   3.30 eV
Energy relative to the best compared isomer or geometry (same formula, charge and spin)   56.6 kcal per mole
Spin multiplicity   1
Net charge   -1


Number 1: frontier orbital gap 7.1818 eV. Number 2: frontier orbital gap 7.0316 eV.